# 1
{"formula": "C39H36ClIrN3Si2", "method": "ωB97M-V/def2-TZVPD", "elements": ["Ir", "Cl", "Si", "Si", "N", "N", "N", "C", "C", "C", "C", "C", "C", "C", "C", "C", "C", "C", "C", "C", "C", "C", "C", "C", "C", "C", "C", "C", "C", "C", "C", "C", "C", "C", "C", "C", "C", "C", "C", "C", "C", "C", "C", "C", "C", "C", "H", "H", "H", "H", "H", "H", "H", "H", "H", "H", "H", "H", "H", "H", "H", "H", "H", "H", "H", "H", "H", "H", "H", "H", "H", "H", "H", "H", "H", "H", "H", "H", "H", "H", "H", "H"], "coordinates": [[-0.96938, -1.60151, 1.21620], [-1.58899, -0.26922, -2.79466], [-0.39134, -0.67614, -1.18986], [0.39864, 2.84414, -0.61379], [-0.48013, -3.68784, 1.01154], [-2.84510, -2.40597, 1.59725], [-1.99131, -4.30736, 2.72575], [-0.21334, 0.97988, -0.24396], [-1.91372, 6.19425, -1.70068], [-5.18638, -1.88572, 1.77313], [1.36147, -1.05930, -1.75150], [1.09855, -5.30605, 0.19320], [-1.53946, 4.88488, -1.36930], [2.38224, -1.26872, -0.81549], [0.66364, -6.25736, 1.12608], [1.17474, 2.55675, -3.35287], [0.72388, -1.07792, 2.41572], [2.99793, 2.43632, -1.76788], [3.71462, -1.39619, -1.21982], [-5.34828, -2.83601, 2.79244], [-0.38757, 2.99775, 1.83017], [-0.34645, -2.40681, 3.98052], [1.69013, -1.08386, -3.11380], [0.94329, 1.38199, 0.52287], [0.88639, 2.61189, 1.27905], [3.01722, -1.23933, -3.52289], [-0.95136, 7.20888, -1.76055], [3.89283, 2.22323, -2.82089], [-0.37363, -5.89765, 1.97489], [-0.93766, -4.61968, 1.86376], [2.07046, 2.34195, -4.40519], [0.49481, -4.06136, 0.13831], [-0.20065, 4.58756, -1.08974], [-1.30523, 1.95641, -0.13710], [-3.03784, -3.42548, 2.45687], [0.76636, 5.59411, -1.17154], [-1.15538, -1.25805, 3.82241], [0.77734, -2.32669, 3.13160], [1.64399, 2.60889, -2.04164], [4.03728, -1.37543, -2.57836], [-4.25195, -3.62051, 3.12994], [-1.50426, 2.64976, 1.10867], [0.39234, 6.90289, -1.50285], [-0.50886, -0.38744, 2.86999], [-3.94989, -1.71805, 1.17306], [3.43369, 2.18133, -4.13963], [-1.24235, 8.23215, -2.01265], [1.15403, 7.67936, -1.56559], [1.54931, -0.59336, 1.90648], [-6.30352, -2.95777, 3.29863], [-6.00753, -1.25199, 1.44548], [-0.43102, 3.55084, 2.76931], [-0.71207, 0.66536, 2.70421], [4.94822, 2.06247, -2.60292], [0.77921, -3.31883, -0.61233], [3.36797, 2.47061, -0.73973], [-4.28214, -4.39748, 3.89458], [4.49691, -1.50776, -0.46569], [-1.79778, -0.28634, 0.82709], [-2.30468, 4.10766, -1.33576], [-3.76870, -0.98528, 0.38565], [-2.05532, -1.01517, 4.38603], [0.90833, -0.96239, -3.86444], [1.81881, 5.35714, -0.98384], [1.12145, -7.24186, 1.18242], [-2.13120, 1.87311, -0.84734], [3.26269, -1.22291, -4.58545], [-0.49813, -3.17531, 4.73664], [1.88994, 0.84914, 0.45100], [5.07830, -1.45287, -2.89849], [2.14913, -1.34953, 0.25006], [4.13320, 1.99667, -4.95662], [1.91136, -5.51044, -0.50101], [1.70037, 2.28272, -5.42941], [1.81602, 3.01733, 1.68528], [-0.78652, -6.56427, 2.73242], [-2.96043, 6.41822, -1.91346], [-2.51349, 2.91078, 1.43287], [1.60746, -3.02980, 3.08925], [0.10841, 2.68162, -3.55949], [-0.95896, -1.96774, -0.70622], [-2.23098, -5.05131, 3.37359]], "mulliken_charge": [1.97, -0.44, 0.26, -0.88, -0.07, 0.28, 0.16, 1.19, -0.73, -0.90, 0.52, -0.83, -0.11, 0.37, -0.58, -0.08, -0.51, 0.05, -1.23, -0.45, -1.19, -0.05, -0.88, -0.96, -1.11, -0.60, -0.53, -0.56, -1.03, 0.73, -0.84, -0.25, 0.69, -0.30, 0.81, -0.61, -1.50, -1.60, 0.12, -0.71, -1.00, -0.50, -0.68, -0.18, -0.04, -0.61, 0.37, 0.39, 1.35, 0.44, 0.42, 0.43, 0.68, 0.45, 0.18, 0.32, 0.41, 0.47, -0.10, 0.29, 0.38, 0.45, 0.37, 0.35, 0.45, 0.74, 0.45, 0.46, 1.20, 0.40, 0.58, 0.42, 0.49, 0.41, 0.64, 0.41, 0.40, 0.35, 0.46, 0.42, 0.09, 0.32], "charge": 1, "spin_multiplicity": 5, "de_lowest_kcal_mol": 6.2, "gap_ev": [4.3, 6.6]}

=====

# 2
{"formula": "C39H36ClN3Si2Sn", "method": "ωB97M-V/def2-TZVPD", "elements": ["Sn", "Cl", "Si", "Si", "N", "N", "N", "C", "C", "C", "C", "C", "C", "C", "C", "C", "C", "C", "C", "C", "C", "C", "C", "C", "C", "C", "C", "C", "C", "C", "C", "C", "C", "C", "C", "C", "C", "C", "C", "C", "C", "C", "C", "C", "C", "C", "H", "H", "H", "H", "H", "H", "H", "H", "H", "H", "H", "H", "H", "H", "H", "H", "H", "H", "H", "H", "H", "H", "H", "H", "H", "H", "H", "H", "H", "H", "H", "H", "H", "H", "H", "H"], "coordinates": [[-0.39222, -0.44168, 2.60423], [1.88688, 0.55036, 1.83789], [-1.13550, -0.38217, -3.57093], [1.74061, 0.48713, -1.60924], [-0.22670, 1.48623, 3.89278], [0.64480, 0.32193, 5.78390], [1.04074, -1.35653, 4.13519], [1.29029, -3.43748, -5.03081], [-1.37763, -2.42783, -0.65299], [0.82608, -3.24372, -0.06851], [-1.46703, 3.82189, -0.85469], [0.01786, 3.86366, 3.70441], [-0.39991, -1.68652, -4.72460], [1.79264, -2.35996, 3.60273], [1.11336, 2.53548, -5.66092], [3.20568, -2.32421, 5.53881], [-0.28471, 2.63397, 3.16341], [0.56117, -2.57104, -4.20516], [-1.74328, -2.36398, 4.22592], [2.45503, -1.27333, 6.04655], [1.37731, -0.79021, 5.29213], [-0.81154, -1.26118, -1.21029], [0.97262, -3.53307, -6.39443], [2.88142, -2.85335, 4.27751], [-0.63095, 1.20851, -4.56071], [0.60138, -1.03264, -1.07967], [0.34258, 1.52545, 5.09981], [0.23265, 3.61159, -5.79247], [0.50719, 1.82599, -1.10373], [0.66803, 1.33197, -5.09488], [-1.09830, 3.47083, -5.37988], [-2.92101, -0.38917, 3.86493], [-2.63530, -2.56580, 3.14268], [-1.62692, 2.60464, -0.18979], [-1.53007, 2.26555, -4.80947], [0.66741, 3.06946, -1.74241], [-0.74536, -1.84859, -6.09138], [-0.06113, -2.74560, -6.92606], [0.47940, 3.92702, 5.03345], [-0.31249, 4.05605, -1.61735], [-0.63546, 1.63381, -0.30526], [0.67778, 2.73829, 5.71894], [-0.55781, -3.43260, -0.14152], [-3.36807, -1.36405, 2.93304], [1.37850, -2.04406, -0.51564], [-1.88657, -0.99810, 4.66623], [-1.56318, -1.26878, -6.52230], [-4.18858, -1.23898, 2.23133], [-0.97227, -4.39736, 0.15519], [4.05938, -2.71503, 6.08604], [-2.25162, 4.57705, -0.81271], [2.86196, 0.62001, -0.70848], [-2.57566, 2.15594, -4.51859], [-1.54943, -0.48076, -1.54249], [-2.77881, -3.50385, 2.61176], [-2.51922, 2.40491, 0.41288], [-0.31199, -2.84362, -7.99286], [-0.06585, 4.75178, 3.07709], [-0.50150, 2.51471, 2.09861], [1.52313, -2.69392, 2.59366], [-2.59882, -0.43214, -3.82282], [2.10957, -4.04009, -4.61209], [3.48055, -3.62633, 3.79447], [0.70990, 4.88740, 5.49368], [-1.79014, 4.30988, -5.50008], [-0.16172, 5.01130, -2.12318], [2.69136, -0.75375, 6.96977], [-3.32215, 0.61067, 4.01961], [-0.79726, 0.70127, 0.24216], [-1.10313, -3.11034, 4.69360], [1.49291, -4.01749, 0.31630], [-1.40263, -0.55232, 5.52554], [2.15294, 2.62996, -5.99043], [2.45005, -1.89000, -0.41729], [0.94907, 0.54035, 6.72970], [1.55389, 3.24458, -2.35044], [1.37232, 0.49854, -5.03058], [1.52455, -4.22871, -7.03047], [0.75239, -2.56292, -3.12916], [-2.46355, -2.57709, -0.66017], [1.14301, 2.68377, 6.70829], [0.57709, 4.54843, -6.22740]], "mulliken_charge": [0.72, -0.43, 1.02, -0.20, 0.28, 0.05, 0.31, -0.69, -0.80, -0.92, -0.77, -0.72, 0.19, -0.15, -0.67, -0.65, -0.08, 0.01, -0.74, -0.92, 0.69, 0.92, -0.45, -0.65, 0.40, 0.32, 0.69, -0.48, 0.67, -0.15, -0.55, -0.71, -0.32, -0.69, -0.52, -0.47, -0.37, -0.64, -0.67, -0.73, 0.40, -0.88, -0.74, -0.50, -0.81, -0.48, 0.37, 0.50, 0.53, 0.44, 0.50, -0.15, 0.35, 0.14, 0.53, 0.46, 0.39, 0.49, 0.09, 0.21, -0.26, 0.39, 0.45, 0.43, 0.42, 0.48, 0.42, 0.54, 0.09, 0.53, 0.58, 0.96, 0.40, 0.32, 0.31, 0.46, 0.47, 0.39, 0.30, 0.55, 0.38, 0.42], "charge": 2, "de_lowest_kcal_mol": 106.7, "gap_ev": [6.5, 4.7]}

=====

Which value of charge does entry 2 give? +2